(1)
Computed, not measured: the molecule C4H8O3 at a distorted geometry, with the ωB97M-V functional and the def2-TZVPD basis.

Cartesian coordinates (Å):
1 C -0.888 0.777 -1.350
2 C -0.703 -0.476 -0.449
3 O 0.202 -1.476 -0.824
4 C -0.094 0.020 0.850
5 O 0.397 -1.313 1.549
6 C 1.222 0.723 0.623
7 O 1.657 1.536 1.400
8 H -1.302 0.453 -2.301
9 H -1.597 1.503 -0.906
10 H 0.038 1.329 -1.557
11 H -1.723 -0.882 -0.294
12 H 0.467 -1.785 0.194
13 H -0.801 0.624 1.442
14 H 1.328 -1.368 1.864
15 H 1.798 0.336 -0.242

LUMO level	0.275	eV
relative energy (zero: lowest compared OMol25 entry of this formula, charge and spin)	64.3	kcal/mol
total charge	0
strongest force on any atom	3.07	eV/A
structure (SMILES)	C[C@@H](O)[C@@H](O)C=O
highest occupied orbital energy	-9.8	eV
HOMO-LUMO gap	10.029	eV

---

(2)
Computed, not measured: the molecule C4H8O3, with the ωB97M-V functional and the def2-TZVPD basis.

Cartesian coordinates (Å):
1 C -0.481 0.483 -1.589
2 C -0.715 -0.402 -0.363
3 O -0.638 -1.725 -0.838
4 C 0.185 -0.212 0.912
5 O 1.118 -1.249 1.019
6 C 0.845 1.141 1.047
7 O 2.011 1.264 1.342
8 H -1.367 0.388 -2.226
9 H -0.362 1.545 -1.351
10 H 0.381 0.142 -2.169
11 H -1.737 -0.187 -0.015
12 H -0.522 -2.322 -0.089
13 H -0.507 -0.239 1.779
14 H 1.829 -0.932 1.598
15 H 0.176 2.019 0.949

LUMO level	0.664	eV
relative energy (zero: lowest compared OMol25 entry of this formula, charge and spin)	40.8	kcal/mol
total charge	0
strongest force on any atom	0.57	eV/A
structure (SMILES)	C[C@@H](O)[C@@H](O)C=O
highest occupied orbital energy	-10.1	eV
HOMO-LUMO gap	10.786	eV

---

(3)
Computed, not measured: the molecule C4H8O3, with the ωB97M-V functional and the def2-TZVPD basis.

Cartesian coordinates (Å):
1 C 2.364 -0.005 0.439
2 O 0.992 0.344 0.496
3 C 0.127 -0.626 0.175
4 O 0.415 -1.719 -0.261
5 C -1.263 -0.089 0.322
6 C -1.320 1.047 -0.781
7 O -2.218 -1.128 0.282
8 H 2.545 -0.788 1.175
9 H 2.938 0.890 0.686
10 H 2.619 -0.362 -0.559
11 H -1.370 0.354 1.320
12 H -0.627 1.901 -0.628
13 H -2.323 1.462 -0.815
14 H -1.061 0.663 -1.779
15 H -1.818 -1.942 -0.071

LUMO level	0.802	eV
relative energy (zero: lowest compared OMol25 entry of this formula, charge and spin)	23.1	kcal/mol
total charge	0
strongest force on any atom	0.97	eV/A
structure (SMILES)	COC(=O)[C@@H](C)O
highest occupied orbital energy	-10.5	eV
HOMO-LUMO gap	11.288	eV

---

(4)
Computed, not measured: a cluster of 2 separate species, C4H8O3 in total at a distorted geometry, with the ωB97M-V functional and the def2-TZVPD basis.

Cartesian coordinates (Å):
1 C -2.016 0.382 -1.094
2 C -0.561 0.318 -0.596
3 C -0.198 1.394 0.390
4 O 0.513 1.295 1.395
5 H -2.719 0.256 -0.259
6 H -2.219 -0.424 -1.820
7 H -2.246 1.333 -1.598
8 H 0.115 0.467 -1.447
9 H -0.261 -0.641 -0.169
10 H -0.655 2.380 0.193
11 O 2.039 -1.310 -0.388
12 C 2.236 -1.660 0.774
13 O 1.783 -1.069 1.889
14 H 2.854 -2.511 1.083
15 H 1.335 -0.210 1.649

LUMO level	0.633	eV
relative energy (zero: lowest compared OMol25 entry of this formula, charge and spin)	21.6	kcal/mol
total charge	0
strongest force on any atom	2.32	eV/A
structure (SMILES)	CCC=O.O=CO
highest occupied orbital energy	-10.4	eV
HOMO-LUMO gap	10.989	eV

---

(5)
Computed, not measured: a cluster of 2 separate species, C4H8O3 in total, with the ωB97M-V functional and the def2-TZVPD basis.

Cartesian coordinates (Å):
1 C 0.259 0.019 -2.144
2 C 0.244 -0.045 -0.615
3 O 0.766 1.122 -0.031
4 C -1.177 -0.250 -0.129
5 O -1.767 0.625 0.469
6 H -0.111 -0.914 -2.586
7 H 1.284 0.183 -2.487
8 H -0.360 0.849 -2.502
9 H 0.839 -0.902 -0.277
10 H -0.011 1.640 0.242
11 H -1.667 -1.207 -0.384
12 C 0.427 -0.269 2.615
13 O 0.234 -1.318 2.047
14 H -0.293 0.566 2.557
15 H 1.333 -0.099 3.227

LUMO level	0.821	eV
relative energy (zero: lowest compared OMol25 entry of this formula, charge and spin)	48.3	kcal/mol
total charge	0
strongest force on any atom	0.56	eV/A
structure (SMILES)	C[C@@H](O)C=O.C=O
highest occupied orbital energy	-10.2	eV
HOMO-LUMO gap	10.986	eV

---

(6)
Computed, not measured: the molecule C4H8O3 at a distorted geometry, with the ωB97M-V functional and the def2-TZVPD basis.

Cartesian coordinates (Å):
1 C 0.054 2.180 0.522
2 C -0.597 0.877 0.411
3 O 0.037 0.028 1.406
4 C 0.238 -0.319 0.054
5 O 1.483 -0.153 -0.516
6 C -0.582 -1.522 -0.321
7 O 0.269 -2.614 -0.357
8 H 0.267 2.602 1.469
9 H -0.390 2.967 -0.112
10 H 1.035 2.218 -0.027
11 H -1.624 0.869 0.413
12 H 1.862 -0.995 -0.736
13 H -0.956 -1.441 -1.279
14 H -1.315 -1.734 0.351
15 H 0.220 -2.962 -1.279

LUMO level	0.539	eV
relative energy (zero: lowest compared OMol25 entry of this formula, charge and spin)	69.8	kcal/mol
total charge	0
strongest force on any atom	4.68	eV/A
structure (SMILES)	C[C@@H]1O[C@@]1(O)CO
highest occupied orbital energy	-9.9	eV
HOMO-LUMO gap	10.423	eV

---

(7)
Computed, not measured: the molecule C4H8O3 at a distorted geometry, with the ωB97M-V functional and the def2-TZVPD basis.

Cartesian coordinates (Å):
1 O -1.476 1.555 0.071
2 C -1.666 0.385 -0.700
3 C -1.124 -0.789 0.053
4 C 0.658 -0.452 1.272
5 O 0.342 -0.682 0.023
6 C 2.055 -0.113 1.508
7 O 2.984 -0.100 0.460
8 H -1.694 2.312 -0.488
9 H -1.126 0.436 -1.651
10 H -2.729 0.189 -0.884
11 H -1.342 -1.757 -0.384
12 H -1.511 -0.761 1.087
13 H 1.956 0.870 2.007
14 H 2.328 -0.819 2.310
15 H 2.467 -0.296 -0.332

LUMO level	0.720	eV
relative energy (zero: lowest compared OMol25 entry of this formula, charge and spin)	103.6	kcal/mol
total charge	0
strongest force on any atom	1.92	eV/A
highest occupied orbital energy	-8.2	eV
HOMO-LUMO gap	8.955	eV

---

(8)
Computed, not measured: a cluster of 3 separate species, C4H8O3 in total at a distorted geometry, with the ωB97M-V functional and the def2-TZVPD basis.

Cartesian coordinates (Å):
1 C -0.498 0.363 -1.550
2 C -0.769 0.505 -0.086
3 O -0.873 1.812 0.305
4 C -0.923 -0.522 0.754
5 O -0.971 -1.816 0.281
6 C 2.287 -1.260 0.871
7 O 1.811 -2.291 0.945
8 H 0.062 1.232 -1.905
9 H 0.074 -0.547 -1.744
10 H -1.432 0.304 -2.118
11 H 1.648 1.824 0.152
12 H -1.106 1.843 1.243
13 H -1.120 -0.373 1.819
14 H -0.319 -2.346 0.757
15 H 2.130 1.271 0.275

LUMO level	0.853	eV
relative energy (zero: lowest compared OMol25 entry of this formula, charge and spin)	68.4	kcal/mol
total charge	0
strongest force on any atom	1.40	eV/A
highest occupied orbital energy	-8.4	eV
HOMO-LUMO gap	9.239	eV